The following is a DFT calculation (wB97M-V/def2-TZVPD) of C6H7NO as an isolated structure.

## Properties
**Energy above the lowest of the compared OMol25 structures with the same formula, charge and spin**: 3.572 eV
**Strongest force on any atom**: 5.00 eV Å⁻¹
**Net charge**: 0
**Spin multiplicity**: 1
**Electronic energy**: -9869.08613 eV

Positions of all 15 atoms, in Å:
C1 -1.983 -1.211 0.057
C2 -0.855 -0.627 0.063
C3 0.595 -1.160 -0.186
C4 1.312 -0.382 1.036
C5 1.077 0.743 0.060
C6 -0.489 0.935 0.087
H1 -2.279 -2.301 -0.130
H2 -2.892 -0.708 -0.058
H3 0.793 -2.193 -0.357
H4 2.407 -0.420 1.223
H5 0.883 -0.365 2.009
H6 1.965 1.527 0.124
H7 2.155 -0.340 -1.532
N1 1.150 -0.132 -1.094
O1 -1.127 1.992 -0.039